#P
This record from OMol25 describes a 2-piece molecular cluster, C5H12NO overall. The level of theory is ωB97M-V/def2-TZVPD.

## Properties
gap between HOMO and LUMO: 7.676 eV
HOMO energy: -12.20 eV
charge: +1

```
19
C5H12NO | OMol25 | ωB97M-V/def2-TZVPD
C 1.565 -0.566 -0.997
C -0.752 0.748 -0.430
C -2.558 -0.909 -0.143
C 2.927 -0.035 0.933
C -2.150 0.473 0.084
N 1.805 -0.684 0.293
O -0.310 1.910 -0.523
H 0.818 -1.128 -1.482
H 1.948 0.300 -1.442
H -2.742 -1.074 -1.184
H -3.434 -1.243 0.325
H -1.785 -1.536 0.256
H 2.482 0.291 1.829
H 3.797 -0.676 0.933
H 3.113 0.795 0.232
H -2.142 0.805 1.180
H -2.922 1.244 -0.366
H 1.283 -1.421 0.873
H -0.942 2.705 -0.368
```

These are the Mulliken partial charges, in e, on atoms 1 to 6: C -0.26; C 0.12; C -1.25; C -0.72; C -0.44; N -0.04

***

#Q
This record from OMol25 describes a 2-piece molecular cluster, C5H12NO overall. The level of theory is ωB97M-V/def2-TZVPD.

## Properties
gap between HOMO and LUMO: 9.133 eV
HOMO energy: -14.50 eV
charge: +1

```
19
C5H12NO | OMol25 | ωB97M-V/def2-TZVPD
C 1.507 1.334 -0.742
C 0.261 0.477 -1.030
C 0.325 -0.918 -0.425
C 0.307 -2.138 -0.939
C 0.154 -0.106 1.900
N 0.677 -0.857 1.001
H 2.406 0.733 -0.699
H 1.551 2.305 -1.225
H 1.376 1.683 0.300
H -0.689 0.930 -0.753
H 0.260 0.371 -2.123
H 0.227 -2.168 -2.022
H 0.255 -3.107 -0.461
H 0.542 -0.139 2.912
H -0.710 0.505 1.634
H 1.017 -1.765 1.328
H -3.163 0.300 0.017
H -3.537 1.540 0.805
O -2.767 1.021 0.521
```

These are the Mulliken partial charges, in e, on atoms 1 to 6: C -1.16; C -0.40; C 0.68; C -0.91; C -0.27; N -0.01

***

#R
This record from OMol25 describes a 2-piece molecular cluster, C5H12NO overall. The level of theory is ωB97M-V/def2-TZVPD.

## Properties
gap between HOMO and LUMO (alpha / beta): 6.513 / 6.464 eV
HOMO energy (alpha / beta): -11.20 / -11.13 eV
charge: +1

```
19
C5H12NO | OMol25 | ωB97M-V/def2-TZVPD
C 0.943 -1.039 -0.587
C -1.998 -1.236 0.199
C -3.289 0.812 0.092
C 1.181 1.312 -0.748
C 2.388 -0.088 0.999
N 1.514 -0.023 -0.123
O -2.449 -0.084 0.684
H 1.206 -2.083 -0.424
H 0.149 -0.851 -1.241
H -2.520 -1.561 -0.625
H -1.130 -1.711 0.666
H -3.373 1.682 0.788
H -3.823 0.630 -0.791
H 1.110 1.110 -1.819
H 0.220 1.582 -0.430
H 1.956 1.957 -0.413
H 3.431 -0.050 0.615
H 2.178 0.669 1.684
H 2.307 -1.029 1.473
```

These are the Mulliken partial charges, in e, on atoms 1 to 6: C -0.48; C -0.71; C -0.45; C -0.88; C -0.95; N 0.14

***

#S
This record from OMol25 describes an isolated ion of composition C5H12NO and charge +1. The level of theory is ωB97M-V/def2-TZVPD.

## Properties
structure (SMILES): C[NH2+][C@@H](C)CC=O
gap between HOMO and LUMO: 11.469 eV
HOMO energy: -14.68 eV
charge: +1

```
19
C5H12NO | OMol25 | ωB97M-V/def2-TZVPD
C 0.876 -2.030 0.264
N 0.270 -0.905 -0.481
C 0.203 0.475 0.280
C 0.846 1.392 -0.624
C -1.402 0.911 0.605
C -2.496 0.148 -0.034
O -2.284 -0.854 -0.685
H 1.976 -2.015 0.075
H 0.676 -1.785 1.394
H 0.474 -3.028 0.012
H 0.778 -0.864 -1.464
H -0.667 -1.020 -0.769
H 0.837 0.358 1.142
H 0.441 1.512 -1.649
H 1.927 1.052 -0.773
H 0.729 2.377 -0.165
H -1.553 0.907 1.770
H -1.487 1.917 0.252
H -3.533 0.604 -0.123
```

These are the Mulliken partial charges, in e, on atoms 1 to 6: C -0.83; N -0.15; C 0.32; C -1.70; C -0.70; C 0.19

***

What is the least stable structure shown above? It is #R.